ORCA calculation (ωB97M-V with the def2-TZVPD basis set) on C6H10N2O2 in the gas phase at a distorted geometry.

Properties
Energy relative to the best compared isomer or geometry (same formula, charge and spin)   2.726 eV
M   142.2 g/mol
HOMO   -9.60 eV
Spin multiplicity   1

The geometry in XYZ format:
```
20
C6H10N2O2 | OMol25 | ωB97M-V with the def2-TZVPD basis set
C 0.6946 0.1779 -0.4004
C 1.8210 -0.7340 0.0632
C -1.2461 1.3934 -0.5709
C -0.7691 0.0677 -0.0267
C -0.8408 0.0459 1.4806
C -1.4060 -1.1636 -0.7042
N 0.9998 1.3254 -0.8990
N 2.9999 -0.1316 0.1143
O 1.6438 -1.8015 0.5921
O -0.1498 2.0418 -1.1954
H -1.8043 1.1293 -1.4713
H -1.7825 1.9590 0.0411
H -1.8151 -0.2107 1.9731
H -0.5455 1.0608 2.0652
H -0.0843 -0.7824 1.7943
H -2.5029 -1.2093 -0.6397
H -1.0229 -2.1241 -0.3179
H -1.2923 -1.0240 -1.8146
H 3.2118 0.6507 -0.4484
H 3.8906 -0.6708 0.3646
```

These are the natural (NBO) partial charges, in e, on atoms 1 to 6: 0.108 0.633 -0.079 -0.148 -0.630 -0.606